[1]
Below is C36H56BaN6SbSi4 as an isolated structure, with properties calculated with wB97M-V/def2-TZVPD.

Last column: Mulliken charge in e.
Geometry (Å):
1 Ba -0.0166 -1.1460 0.8295  0.95
2 C -2.8281 0.0033 3.7234  -1.25
3 C -1.6448 -0.7202 4.2897  0.44
4 C -1.3800 -0.7030 5.6594  -0.68
5 C -0.3221 -1.4338 6.1591  -0.77
6 C 0.4448 -2.1999 5.2852  -0.59
7 C 0.1312 -2.1576 3.9378  0.18
8 N -0.8742 -1.4192 3.4452  0.21
9 Sb 1.4100 -3.5551 2.8306  0.85
10 C 2.8839 -2.1395 2.0259  0.32
11 C 4.2010 -2.5647 2.0664  -0.75
12 C 5.1935 -1.6675 1.6848  -0.68
13 C 4.8443 -0.3873 1.2986  -0.78
14 C 3.5001 -0.0219 1.2847  0.48
15 C 3.0477 1.3505 0.8897  -0.51
16 N 2.5560 -0.9013 1.6394  0.27
17 C 0.1431 -4.2352 1.1756  1.02
18 C 0.5593 -5.3771 0.5153  -0.97
19 C -0.3797 -6.0651 -0.2451  -0.73
20 C -1.6835 -5.6031 -0.2828  -0.54
21 C -2.0201 -4.4292 0.3894  0.48
22 C -3.4049 -3.8611 0.3271  -1.21
23 N -1.1067 -3.7515 1.0970  -0.10
24 H -3.7168 -0.6240 3.8272  0.41
25 H -2.6960 0.2333 2.6659  0.02
26 H -3.0042 0.9364 4.2549  0.46
27 H -2.0061 -0.1107 6.3123  0.51
28 H -0.0995 -1.4237 7.2182  0.45
29 H 1.2575 -2.8119 5.6540  0.47
30 H 4.4560 -3.5646 2.3913  0.48
31 H 6.2321 -1.9718 1.6971  0.44
32 H 5.5963 0.3307 1.0018  0.53
33 H 3.8256 1.8824 0.3458  0.52
34 H 2.7937 1.9386 1.7758  -0.08
35 H 2.1590 1.2995 0.2527  -0.33
36 H 1.5764 -5.7363 0.6052  0.48
37 H -0.0981 -6.9607 -0.7832  0.46
38 H -2.4444 -6.1314 -0.8407  0.46
39 H -3.5167 -3.2272 -0.5556  0.06
40 H -4.1501 -4.6522 0.2612  0.45
41 H -3.6037 -3.2544 1.2090  0.25
42 N -2.4222 3.8963 -0.5522  0.27
43 C -3.7000 3.8455 -0.0542  -0.83
44 C -3.7303 2.7436 0.7444  -0.50
45 N -2.5011 2.1191 0.7429  0.21
46 C -1.7470 2.8372 -0.0604  -1.13
47 H -2.0617 4.5644 -1.2117  0.26
48 H -4.4487 4.5741 -0.3083  0.47
49 H -4.5571 2.3673 1.3230  0.45
50 H -0.7213 2.6312 -0.3173  0.47
51 N -0.4685 2.0571 3.1516  -0.14
52 C 0.3704 3.1813 3.1779  0.66
53 C 1.6074 3.1208 3.8196  -0.62
54 C 2.4273 4.2374 3.8721  -0.45
55 C 2.0270 5.4331 3.2917  -0.63
56 C 0.7888 5.4983 2.6675  -0.66
57 C -0.0373 4.3865 2.6094  -0.36
58 H -1.1682 2.0696 2.4149  0.14
59 H 0.0518 1.1951 3.1862  -0.07
60 H 1.9177 2.1934 4.2919  0.48
61 H 3.3829 4.1738 4.3772  0.41
62 H 2.6657 6.3044 3.3347  0.41
63 H 0.4584 6.4279 2.2216  0.41
64 H -1.0086 4.4496 2.1315  0.48
65 C 0.6945 2.0023 -5.0031  -1.08
66 Si 1.0748 1.8790 -3.1639  -0.05
67 C 2.9264 1.5434 -2.9941  -0.76
68 C 0.7930 3.6111 -2.4541  -1.01
69 Si -0.1824 0.2590 -2.0342  0.40
70 Si -2.2171 0.1843 -3.1935  0.28
71 C -2.9852 1.9050 -3.3063  -1.04
72 C -3.4406 -0.9013 -2.2399  -1.11
73 C -2.1428 -0.5204 -4.9397  -1.11
74 Si 0.8526 -1.6884 -2.8188  -0.38
75 C 1.4830 -1.7456 -4.5908  -0.97
76 C 2.3391 -2.1525 -1.7122  -0.65
77 C -0.3167 -3.1675 -2.6143  -0.22
78 H 1.3399 2.7454 -5.4802  0.44
79 H -0.3419 2.3019 -5.1764  0.27
80 H 0.8516 1.0471 -5.5073  0.29
81 H 3.4999 2.3456 -3.4669  0.44
82 H 3.2178 0.6050 -3.4698  0.19
83 H 3.2295 1.4915 -1.9463  -0.06
84 H 1.4021 4.3416 -2.9931  0.47
85 H 1.0615 3.6753 -1.3956  0.34
86 H -0.2520 3.9148 -2.5640  0.05
87 H -3.4643 2.1708 -2.3608  0.20
88 H -3.7486 1.9400 -4.0877  0.51
89 H -2.2384 2.6688 -3.5368  0.20
90 H -3.3973 -0.6920 -1.1667  0.24
91 H -3.2156 -1.9591 -2.4035  0.10
92 H -4.4683 -0.7275 -2.5702  0.51
93 H -1.4907 0.0696 -5.5861  0.29
94 H -3.1429 -0.5195 -5.3831  0.45
95 H -1.7773 -1.5496 -4.9498  0.26
96 H 2.2425 -0.9862 -4.7830  0.31
97 H 0.6640 -1.5766 -5.2927  0.30
98 H 1.9215 -2.7228 -4.8129  0.42
99 H 3.0101 -1.3096 -1.5265  0.17
100 H 2.9215 -2.9387 -2.2023  0.48
101 H 2.0542 -2.5732 -0.7360  0.12
102 H -1.1548 -3.1154 -3.3128  0.36
103 H -0.7524 -3.2176 -1.6095  -0.50
104 H 0.2090 -4.1111 -2.7882  0.42

Forces on the atoms, in the same order (eV/Å):
Ba -0.657 0.412 -0.435
C 0.016 -0.004 -0.017
C -0.025 -0.036 -0.020
C 0.050 -0.036 -0.011
C -0.027 0.037 0.009
C -0.229 0.180 0.056
C 0.291 -0.266 -0.187
N 0.083 0.025 0.113
Sb 0.307 -0.267 0.293
C -0.103 -0.050 -0.022
C 0.004 0.034 -0.033
C 0.007 0.019 -0.014
C -0.018 -0.057 0.010
C 0.058 -0.041 -0.033
C -0.025 -0.013 0.024
N -0.187 0.054 0.133
C 0.095 0.227 0.335
C -0.101 -0.021 -0.069
C -0.123 0.060 -0.015
C 0.143 -0.038 0.024
C -0.033 0.018 -0.020
C 0.025 0.023 0.008
N 0.154 -0.074 -0.118
H 0.000 0.004 -0.005
H 0.008 -0.004 -0.002
H -0.001 -0.001 0.010
H 0.000 -0.002 0.007
H -0.002 0.003 0.000
H -0.007 -0.014 -0.002
H -0.013 -0.005 0.004
H 0.003 0.015 -0.005
H 0.010 -0.006 0.002
H 0.006 0.002 0.002
H -0.012 -0.012 -0.012
H 0.010 0.000 -0.012
H -0.006 -0.012 0.019
H -0.011 -0.004 -0.005
H 0.007 -0.014 -0.007
H 0.005 0.001 0.003
H 0.001 -0.002 -0.002
H -0.001 -0.004 0.002
N 0.015 0.000 -0.007
C -0.014 0.004 0.012
C -0.007 -0.026 0.106
N 0.121 -0.101 -0.092
C -0.024 0.053 0.040
H 0.008 0.002 0.002
H -0.003 -0.006 0.001
H 0.001 -0.001 -0.004
H -0.001 -0.002 -0.006
N 0.133 0.116 -0.094
C 0.011 0.010 0.002
C -0.005 -0.006 -0.003
C -0.010 0.020 -0.011
C 0.007 -0.011 0.003
C 0.002 0.003 -0.004
C -0.017 0.009 -0.005
H -0.023 -0.046 0.029
H -0.029 -0.172 0.136
H -0.002 0.002 -0.004
H -0.001 -0.002 0.000
H 0.000 0.000 0.002
H -0.002 -0.002 0.000
H 0.010 0.000 0.005
C -0.006 0.001 -0.005
Si 0.027 -0.042 -0.035
C 0.003 0.005 0.015
C -0.006 0.004 0.027
Si 0.122 0.061 -0.136
Si 0.009 0.003 0.006
C 0.013 0.010 0.032
C -0.002 -0.012 -0.006
C 0.005 0.015 -0.009
Si -0.021 0.008 -0.035
C -0.017 -0.015 0.002
C 0.022 -0.012 0.025
C -0.010 -0.008 0.001
H -0.002 0.003 0.007
H 0.003 -0.005 -0.001
H 0.003 0.001 0.001
H 0.000 -0.002 0.001
H -0.012 -0.001 0.003
H 0.005 0.000 -0.001
H -0.005 0.002 0.000
H 0.002 0.000 -0.001
H 0.000 -0.012 -0.016
H 0.019 0.010 0.004
H -0.009 -0.025 0.008
H -0.017 0.004 -0.015
H -0.019 0.011 -0.001
H 0.014 0.002 0.026
H 0.004 -0.017 -0.019
H 0.001 0.004 0.006
H 0.002 -0.002 -0.001
H -0.003 0.009 0.002
H 0.000 -0.002 0.006
H 0.006 0.004 0.000
H 0.000 0.000 0.005
H -0.005 0.009 -0.016
H 0.009 0.000 0.017
H -0.019 0.010 -0.017
H 0.009 0.004 0.003
H 0.014 0.002 0.003
H -0.006 -0.003 -0.004

- LUMO energy: -2.72 eV
- Gap between HOMO and LUMO: 6.05 eV
- 2S+1: 1
- Energy relative to the best compared isomer or geometry (same formula, charge and spin): 0.776 eV
- Electronic energy: -3157.5733 Eh
- Net charge: +1


[2]
Below is a 14-piece molecular cluster, C36H57N14O8PS overall, with properties calculated with wB97M-V/def2-TZVPD.

Last column: Mulliken charge in e.
Geometry (Å):
1 C 2.4766 3.5323 1.1569  -1.29
2 S 1.5772 1.9211 0.9658  1.69
3 O 1.8435 1.2226 2.2149  -0.73
4 O 2.3379 1.1913 -0.0633  -0.60
5 C -0.2226 2.1032 0.7008  1.31
6 C -0.9561 1.8511 -0.6596  -1.05
7 C -0.1645 1.2640 -1.8628  0.76
8 C -0.2905 -0.3011 -2.0212  -0.78
9 C 0.9640 -1.0521 -1.5481  -1.07
10 O 2.0995 -0.8586 -2.4419  0.11
11 C 3.2004 -1.3223 -1.8027  -0.09
12 O 4.2373 -1.5203 -2.3904  -0.56
13 C -0.5074 3.6504 0.9372  -1.73
14 N -0.3982 3.9797 2.3761  -0.26
15 C -0.6770 2.7608 3.0565  0.48
16 O -0.5861 2.6796 4.2464  -0.55
17 C -1.0299 1.6408 1.9912  -1.06
18 P -1.0454 -0.1208 2.5058  0.50
19 O -0.3939 -0.2293 3.8215  -0.72
20 O -0.3458 -1.1710 1.4831  -0.47
21 O -2.6063 -0.5927 2.7210  -0.53
22 H 2.1137 4.3130 0.4667  0.33
23 H 2.4670 3.8168 2.2212  0.38
24 H 3.5297 3.3250 0.8849  0.40
25 H -1.4291 2.7879 -1.0203  -0.11
26 H -1.8305 1.1708 -0.4576  0.34
27 H 0.8743 1.6108 -1.9797  -0.92
28 H -0.6891 1.6514 -2.7673  0.67
29 H -1.2252 -0.6592 -1.5572  0.75
30 H -0.3958 -0.5109 -3.1073  0.26
31 H 0.7289 -2.1460 -1.5956  0.28
32 H 1.2500 -0.8579 -0.4989  0.68
33 H 3.2127 -1.5020 -0.6981  0.47
34 H -0.0595 4.3529 0.2098  0.54
35 H -1.5932 3.8483 0.7786  0.61
36 H 0.4308 4.4901 2.6534  0.35
37 H -2.0803 1.8573 1.6916  0.83
38 H -0.7729 -1.2196 0.6100  0.28
39 H -2.5680 -1.5668 2.7099  0.31
40 C -4.1422 1.7113 -3.8664  -1.04
41 C -3.6091 1.0044 -2.6937  0.54
42 N -3.1995 0.4565 -1.7696  -0.45
43 H -4.1255 2.7814 -3.6895  0.25
44 H -3.5380 1.4867 -4.7441  0.29
45 H -5.1687 1.3933 -4.0482  0.36
46 C -5.3680 -1.8952 4.9585  -0.65
47 C -5.5820 -2.1734 3.5287  0.12
48 N -5.6949 -2.3626 2.3997  -0.50
49 H -5.7701 -2.6932 5.5736  0.37
50 H -4.3009 -1.8057 5.1460  0.28
51 H -5.8549 -0.9602 5.2254  0.43
52 C -3.3644 -4.5349 7.2213  -0.13
53 C -3.6225 -4.8872 5.8156  0.34
54 N -3.8238 -5.1624 4.7170  -0.44
55 H -3.7408 -5.3216 7.8750  0.31
56 H -2.2963 -4.4194 7.3833  0.28
57 H -3.8619 -3.6022 7.4648  -0.28
58 C 6.1209 -0.4815 0.4001  -0.28
59 C 7.2563 0.2920 0.9282  0.15
60 N 8.1434 0.8960 1.3398  -0.40
61 H 6.4825 -1.3841 -0.0899  0.32
62 H 5.4529 -0.7614 1.2139  0.28
63 H 5.5691 0.1172 -0.3226  -0.05
64 C 3.4840 2.9808 -2.6759  -0.26
65 C 2.7318 4.2388 -2.5040  0.48
66 N 2.1438 5.2180 -2.3666  -0.55
67 H 4.0490 2.7564 -1.7732  0.14
68 H 2.7933 2.1616 -2.8731  -0.20
69 H 4.1747 3.0716 -3.5137  0.50
70 C -8.4786 -1.6320 0.1049  -0.57
71 C -8.9150 -0.5848 -0.8334  0.28
72 N -9.2555 0.2334 -1.5659  -0.38
73 H -8.0614 -2.4727 -0.4463  0.25
74 H -7.7175 -1.2362 0.7759  0.14
75 H -9.3265 -1.9783 0.6938  0.27
76 C -1.5084 6.4679 -3.5162  -0.90
77 C -1.9782 5.0966 -3.2618  0.40
78 N -2.3514 4.0277 -3.0575  -0.35
79 H -1.5362 6.6802 -4.5835  0.30
80 H -2.1475 7.1782 -2.9932  0.35
81 H -0.4848 6.5784 -3.1586  0.21
82 C 2.2940 2.6154 -6.4751  -0.57
83 C 1.5459 3.8690 -6.3003  0.35
84 N 0.9626 4.8465 -6.1480  -0.39
85 H 2.8587 2.3917 -5.5719  0.08
86 H 1.6031 1.7974 -6.6727  0.21
87 H 2.9845 2.7071 -7.3119  0.33
88 C 7.1182 -2.8211 -3.9231  0.16
89 C 6.9706 -2.4211 -5.3313  0.35
90 N 6.8560 -2.1113 -6.4332  -0.44
91 H 6.1996 -2.6029 -3.3781  -0.04
92 H 7.3250 -3.8902 -3.8619  -0.16
93 H 7.9414 -2.2733 -3.4662  0.26
94 C 7.3403 -7.3842 -5.4369  -0.73
95 C 7.6530 -6.5635 -4.2569  0.32
96 N 7.8984 -5.9210 -3.3358  -0.45
97 H 8.2622 -7.6933 -5.9265  0.26
98 H 6.7832 -8.2693 -5.1340  0.27
99 H 6.7399 -6.8076 -6.1389  0.27
100 C -4.4867 -0.9791 10.1185  -0.98
101 C -4.7397 -1.3317 8.7136  0.41
102 N -4.9433 -1.6012 7.6156  -0.39
103 H -4.8684 -1.7635 10.7701  0.28
104 H -3.4179 -0.8691 10.2833  0.30
105 H -4.9856 -0.0411 10.3594  0.33
106 C 0.6544 -2.6302 -6.4008  -1.00
107 C 1.2418 -1.9087 -5.2573  0.56
108 N 1.7068 -1.3498 -4.3578  -0.45
109 H 0.8767 -2.0997 -7.3252  0.28
110 H 1.0709 -3.6347 -6.4583  0.28
111 H -0.4261 -2.6998 -6.2807  0.30
112 C -1.1461 0.0457 7.6979  -0.86
113 C -1.6414 -1.2461 8.2003  0.49
114 N -2.0353 -2.2546 8.5900  -0.52
115 H -0.2464 -0.1089 7.1039  0.28
116 H -1.9056 0.5151 7.0740  0.25
117 H -0.9138 0.7032 8.5347  0.35

Forces on the atoms, in the same order (eV/Å):
C -0.314 0.130 -0.449
S 4.203 -2.477 0.710
O -1.606 1.123 0.251
O -1.555 1.458 -0.815
C -1.776 2.641 0.502
C 0.364 -1.159 -0.289
C -1.250 -0.511 -1.020
C 1.311 0.918 -0.436
C -1.054 -1.360 0.137
O 1.065 0.594 6.160
C 1.046 0.328 -0.565
O -0.331 0.199 -0.080
C -1.237 1.057 0.129
N 0.271 -1.540 -1.469
C 1.032 0.281 0.889
O -0.447 -0.383 -0.348
C -0.403 0.387 -1.275
P 0.797 -0.877 3.605
O 0.129 -0.078 -0.653
O -1.049 1.162 -0.399
O 1.140 0.358 -1.646
H 0.079 -0.281 0.458
H -0.277 -0.097 -0.527
H -0.707 -0.360 0.086
H 0.482 -0.399 0.447
H 1.128 0.694 -0.093
H -0.402 -0.244 0.434
H 0.312 0.028 0.659
H 0.611 0.020 0.020
H 0.019 0.003 0.670
H 0.128 0.614 0.003
H -0.141 0.272 -0.579
H -0.897 0.150 -0.523
H 0.415 -0.441 0.657
H 0.596 -0.760 -0.489
H -0.234 -0.200 0.441
H 0.439 -0.098 0.104
H 0.074 -0.062 0.120
H -0.422 0.215 0.092
C -0.172 -0.317 0.178
C -0.126 0.165 -0.138
N -0.705 -0.051 -0.517
H 0.064 -0.059 0.049
H 0.032 0.010 0.052
H 0.043 -0.089 0.024
C -0.150 -0.114 -0.792
C 0.175 0.044 0.022
N -0.106 0.057 0.223
H 0.005 -0.016 -0.108
H -0.039 -0.008 0.021
H 0.030 -0.032 0.019
C -0.097 -0.364 -0.466
C 0.012 -0.033 0.188
N 0.038 0.120 0.223
H 0.004 -0.021 -0.060
H -0.043 0.021 -0.013
H 0.051 -0.006 -0.047
C 0.268 0.176 0.145
C -0.134 -0.101 -0.038
N -0.202 -0.110 -0.103
H -0.016 0.041 -0.023
H 0.016 0.042 -0.004
H 0.004 -0.045 -0.001
C -0.207 0.372 -0.069
C 0.134 -0.244 -0.030
N 0.044 -0.276 0.073
H -0.070 -0.027 0.001
H 0.035 -0.030 0.079
H -0.002 0.073 0.036
C -0.092 0.306 -0.202
C 0.030 -0.133 0.105
N 0.095 -0.177 0.151
H 0.019 0.032 0.024
H 0.023 -0.071 -0.027
H 0.006 0.022 -0.029
C -0.065 -0.286 0.092
C 0.094 0.197 -0.054
N 0.271 0.433 0.044
H 0.032 -0.084 0.011
H -0.023 -0.060 0.001
H 0.007 -0.087 -0.042
C -0.162 0.272 -0.010
C 0.109 -0.175 0.034
N 0.022 -0.126 -0.014
H -0.030 -0.029 -0.024
H 0.019 0.011 0.038
H -0.017 0.015 0.022
C -0.123 0.058 -0.316
C 0.006 0.007 0.191
N 0.012 -0.105 0.227
H -0.008 0.061 -0.059
H 0.006 0.242 0.013
H 0.001 -0.009 -0.050
C 0.062 0.183 0.262
C -0.009 -0.141 -0.114
N -0.035 -0.320 -0.216
H -0.012 0.024 0.026
H 0.017 0.029 0.016
H 0.024 0.011 0.029
C -0.147 -0.001 -0.282
C -0.085 0.156 0.324
N -0.062 0.250 0.707
H 0.013 0.000 -0.037
H -0.022 -0.071 -0.040
H -0.039 -0.041 -0.035
C 0.110 0.149 0.343
C -0.045 -0.165 0.031
N -0.969 -1.019 -4.971
H 0.013 -0.013 0.027
H -0.002 0.032 0.005
H 0.031 -0.003 0.001
C -0.118 -0.313 0.107
C 0.221 0.071 -0.126
N 0.437 0.480 0.083
H -0.073 -0.002 -0.073
H 0.046 -0.051 -0.047
H -0.009 -0.045 0.008

- LUMO energy: 0.14 eV
- Gap between HOMO and LUMO: 9.93 eV
- 2S+1: 1
- Energy relative to the best compared isomer or geometry (same formula, charge and spin): 0.000 eV
- Electronic energy: -3513.8534 Eh


Which formula does entry 2 have? C36H57N14O8PS